The following is a DFT calculation (wB97M-V/def2-TZVPD) of a 11-piece molecular cluster, H22O11 overall.

HOMO level = -10.28 eV
max |F| = 3.14 eV/Å
orbital gap = 9.9215 eV
energy relative to the best compared isomer or geometry (same formula, charge and spin) = 45.8 kcal per mole

Each atom is followed by the atoms it is bonded to, with distances in Å.
Positions of all 33 atoms, in Å:
1 O -1.833 1.216 1.710  H2 0.990, H3 0.920
2 H -1.066 0.822 1.223  O1 0.990
3 H -2.496 0.649 1.417  O1 0.920
4 O 3.168 -0.435 -0.447  H5 0.974, H6 0.962
5 H 3.874 -0.668 -1.076  O4 0.974
6 H 2.626 0.221 -0.896  O4 0.962
7 O 2.677 -0.687 2.824  H8 0.917, H9 0.935
8 H 3.273 -1.353 3.027  O7 0.917
9 H 2.510 -0.605 1.908  O7 0.935
10 O -3.986 1.213 -1.284  H11 0.963, H12 0.967
11 H -4.448 0.661 -1.923  O10 0.963
12 H -3.083 1.008 -1.564  O10 0.967
13 O -1.184 1.649 -1.513  H14 0.934, H15 0.958
14 H -1.293 2.563 -1.354  O13 0.934
15 H -0.898 1.641 -2.427  O13 0.958
16 O -1.867 -3.001 0.919  H17 0.948, H18 0.962
17 H -0.927 -2.926 1.014  O16 0.948
18 H -2.180 -3.561 1.636  O16 0.962
19 O 1.019 -2.714 0.869  H20 0.979, H21 0.960
20 H 0.784 -1.878 0.417  O19 0.979
21 H 1.972 -2.739 0.759  O19 0.960
22 O -2.348 -1.074 -1.556  H23 0.959, H24 0.972
23 H -3.196 -1.460 -1.783  O22 0.959
24 H -1.682 -1.780 -1.498  O22 0.972
25 O 1.657 1.669 -1.516  H26 0.973, H27 0.957
26 H 0.711 1.881 -1.432  O25 0.973
27 H 2.074 2.482 -1.231  O25 0.957
28 O -0.042 -0.236 0.157  H29 0.974, H30 0.964
29 H 0.773 0.260 0.353  O28 0.974
30 H -0.359 0.274 -0.597  O28 0.964
31 O 1.892 1.961 1.332  H32 0.942, H33 0.932
32 H 1.409 2.606 1.820  O31 0.942
33 H 2.471 2.351 0.714  O31 0.932